[1]
A gas-phase ion, C2H3N2O (charge +1) at a distorted geometry. Source: OMol25; level of theory: the ωB97M-V functional and the def2-TZVPD basis.

Structure (ORCA input):
```
! RIJCOSX wB97M-V def2-TZVPD def2/J DEFGRID3
* xyz 1 1
O 0.55 -0.09 -1.02
N -0.01 -0.21 0.99
N -0.66 0.90 0.48
C 0.58 -0.89 0.04
C -0.42 1.00 -0.76
H -0.80 1.84 -1.41
H 1.11 -1.83 -0.13
H -0.36 -0.72 1.82
*
```

Values from the calculation:
electronic energy: -262.42310 hartree
highest occupied orbital energy: -0.6496 hartree
SMILES string: c1n[nH+]co1
E_LUMO: -5.37 eV


[2]
A gas-phase ion, C2H3N2O (charge +1) at a distorted geometry. Source: OMol25; level of theory: the ωB97M-V functional and the def2-TZVPD basis.

Structure (ORCA input):
```
! RIJCOSX wB97M-V def2-TZVPD def2/J DEFGRID3
* xyz 1 1
O -1.34 0.34 -0.18
N -0.39 1.09 -0.12
N -1.48 -0.91 0.14
C 0.97 0.73 0.22
C 1.50 -0.32 -0.26
H -2.49 -1.19 0.03
H 1.77 -1.25 -0.43
H 1.45 1.51 0.59
*
```

Values from the calculation:
electronic energy: -262.11172 hartree
highest occupied orbital energy (spin up / spin down): -0.5874 / -0.5769 hartree
E_LUMO (spin up / spin down): -8.19 / -8.28 eV


[3]
A gas-phase ion, C2H3N2O (charge +1) at a distorted geometry. Source: OMol25; level of theory: the ωB97M-V functional and the def2-TZVPD basis.

Structure (ORCA input):
```
! RIJCOSX wB97M-V def2-TZVPD def2/J DEFGRID3
* xyz 1 3
O 1.36 0.58 -0.02
N 0.05 1.05 0.01
N 1.37 -0.71 0.04
C -0.74 0.06 0.00
C 0.13 -1.16 0.00
H -0.19 2.11 -0.01
H -0.14 -2.24 -0.13
H -1.83 0.31 0.12
*
```

Values from the calculation:
electronic energy: -262.20277 hartree
expectation value of S²: 2.010
highest occupied orbital energy (spin up / spin down): -0.4784 / -0.6491 hartree
E_LUMO (spin up / spin down): -4.72 / -9.91 eV


[4]
2 unconnected molecules or ions with the total composition C2H3N2O2 at a distorted geometry. Source: OMol25; level of theory: the ωB97M-V functional and the def2-TZVPD basis.

Structure (ORCA input):
```
! RIJCOSX wB97M-V def2-TZVPD def2/J DEFGRID3
* xyz -1 1
O -3.08 0.75 0.02
O 2.87 0.62 -0.04
N -1.04 0.05 0.22
N -2.17 -0.01 -0.50
C 3.53 -0.05 -0.74
C 0.04 -0.73 0.13
H 0.83 -0.14 0.67
H -1.12 0.71 1.02
H 0.15 -1.19 -0.79
*
```

Values from the calculation:
electronic energy: -337.86439 hartree
highest occupied orbital energy (spin up / spin down): -0.0376 / -0.0380 hartree
E_LUMO (spin up / spin down): 3.65 / 3.65 eV


[5]
A molecular structure, C2H3N2O2 at a distorted geometry. Source: OMol25; level of theory: the ωB97M-V functional and the def2-TZVPD basis.

Structure (ORCA input):
```
! RIJCOSX wB97M-V def2-TZVPD def2/J DEFGRID3
* xyz -1 3
O 1.04 1.18 0.25
O 1.95 -0.67 -0.74
N -0.37 1.26 -0.22
N 1.51 -0.39 0.40
C -0.99 0.02 0.11
C -0.25 -0.94 0.59
H -2.11 -0.06 -0.06
H -0.17 1.45 -1.14
H -0.60 -1.86 0.81
*
```

Values from the calculation:
electronic energy: -337.68081 hartree
expectation value of S²: 2.016
highest occupied orbital energy (spin up / spin down): 0.0283 / -0.1286 hartree
E_LUMO (spin up / spin down): 4.85 / 4.38 eV


[6]
A gas-phase ion, C2H3N2O2 (charge +1) at a distorted geometry. Source: OMol25; level of theory: the ωB97M-V functional and the def2-TZVPD basis.

Structure (ORCA input):
```
! RIJCOSX wB97M-V def2-TZVPD def2/J DEFGRID3
* xyz 1 1
O -0.31 -0.31 2.66
O 1.42 0.39 -2.79
N 0.24 0.06 0.54
N 0.85 0.19 -1.78
C 0.04 0.10 -0.82
C -0.70 -0.13 1.43
H -1.67 -0.07 1.05
H -1.08 -0.19 -1.04
H 1.21 -0.04 0.76
*
```

Values from the calculation:
electronic energy: -337.52698 hartree
highest occupied orbital energy: -0.5646 hartree
SMILES string: O=C/[NH+]=C/N=O
E_LUMO: -8.90 eV


[7]
A molecular structure, C2H3N2O2 at a distorted geometry. Source: OMol25; level of theory: the ωB97M-V functional and the def2-TZVPD basis.

Structure (ORCA input):
```
! RIJCOSX wB97M-V def2-TZVPD def2/J DEFGRID3
* xyz 1 3
O 1.15 -1.87 -2.74
O -0.37 2.06 1.08
N 0.35 0.12 -0.06
N 0.96 -1.08 -1.92
C 0.80 -0.04 -1.38
C -0.10 1.11 0.55
H 0.56 -0.68 0.51
H -1.96 0.32 2.23
H -1.39 0.07 1.73
*
```

Values from the calculation:
electronic energy: -337.40082 hartree
expectation value of S²: 2.016
highest occupied orbital energy (spin up / spin down): -0.4794 / -0.5825 hartree
E_LUMO (spin up / spin down): -6.09 / -8.29 eV


[8]
2 unconnected molecules or ions with the total composition C2H3N2O3 at a distorted geometry. Source: OMol25; level of theory: the ωB97M-V functional and the def2-TZVPD basis.

Structure (ORCA input):
```
! RIJCOSX wB97M-V def2-TZVPD def2/J DEFGRID3
* xyz 1 1
O 1.53 0.55 -0.30
O 0.22 -2.19 -0.73
O 3.57 1.46 0.22
N -1.23 0.59 0.12
N -0.40 -1.71 0.06
C 2.57 1.02 -0.07
C -1.49 -0.66 -0.01
H -0.32 0.91 0.16
H -1.90 1.20 0.59
H -2.55 -1.16 -0.05
*
```

Values from the calculation:
electronic energy: -412.87205 hartree
highest occupied orbital energy (spin up / spin down): -0.5468 / -0.5468 hartree
E_LUMO (spin up / spin down): -5.73 / -5.73 eV


[9]
C2H3N2OP in the gas phase at a distorted geometry. Source: OMol25; level of theory: the ωB97M-V functional and the def2-TZVPD basis.

Structure (ORCA input):
```
! RIJCOSX wB97M-V def2-TZVPD def2/J DEFGRID3
* xyz 0 1
P 0.05 1.30 -1.09
O 2.20 -0.55 -0.87
N 0.94 -0.03 -0.44
N 0.33 -0.81 0.60
C -0.88 -0.28 0.70
C -1.19 0.88 0.00
H -1.42 -0.63 1.48
H 2.06 -1.31 -0.27
H -2.09 1.43 -0.10
*
```

Values from the calculation:
electronic energy: -604.01493 hartree
highest occupied orbital energy: -0.3462 hartree
SMILES string: On1nccp1
E_LUMO: 0.24 eV


[10]
C2H3N2OP in the gas phase at a distorted geometry. Source: OMol25; level of theory: the ωB97M-V functional and the def2-TZVPD basis.

Structure (ORCA input):
```
! RIJCOSX wB97M-V def2-TZVPD def2/J DEFGRID3
* xyz 0 1
P 0.70 -1.54 -0.14
O 2.30 0.67 0.06
N -1.23 0.60 -0.22
N -1.26 -0.68 -0.37
C 1.16 0.28 -0.10
C -0.03 1.08 -0.27
H -2.06 -1.26 -0.28
H 0.21 -1.32 1.26
H 0.20 2.16 0.05
*
```

Values from the calculation:
electronic energy: -604.00820 hartree
highest occupied orbital energy: -0.3336 hartree
SMILES string: O=c1cn[nH][pH]1
E_LUMO: -0.47 eV


[11]
2 unconnected molecules or ions with the total composition C2H3N2PS3 at a distorted geometry. Source: OMol25; level of theory: the ωB97M-V functional and the def2-TZVPD basis.

Structure (ORCA input):
```
! RIJCOSX wB97M-V def2-TZVPD def2/J DEFGRID3
* xyz 0 1
S -2.78 -1.36 -1.13
S 1.61 -1.63 0.63
S 0.18 1.30 0.29
P 1.31 -0.04 -0.81
N 4.10 0.99 -0.99
N -3.20 0.65 0.67
C 3.07 0.48 -0.86
C -3.01 -0.28 -0.03
H -3.60 1.47 1.13
H 1.84 -2.61 -0.41
H 0.48 1.04 1.52
*
```

Values from the calculation:
electronic energy: -1723.41080 hartree
highest occupied orbital energy: -0.3549 hartree
SMILES string: N#CP(S)S.N=C=S
E_LUMO: -0.02 eV


[12]
C2H3N3 in the gas phase at a distorted geometry. Source: OMol25; level of theory: the ωB97M-V functional and the def2-TZVPD basis.

Structure (ORCA input):
```
! RIJCOSX wB97M-V def2-TZVPD def2/J DEFGRID3
* xyz 0 1
N 2.64 -0.21 -0.05
N -0.56 0.94 -0.10
N -0.51 -1.50 -0.04
C 0.04 -0.32 -0.06
C 1.49 -0.20 -0.01
H -1.56 1.01 0.18
H 0.01 1.76 0.08
H -1.54 -1.49 0.00
*
```

Values from the calculation:
electronic energy: -242.25481 hartree
highest occupied orbital energy: -0.3768 hartree
SMILES string: [H]/N=C(\N)C#N
E_LUMO: 0.49 eV


[13]
C2H3N3O in the gas phase at a distorted geometry. Source: OMol25; level of theory: the ωB97M-V functional and the def2-TZVPD basis.

Structure (ORCA input):
```
! RIJCOSX wB97M-V def2-TZVPD def2/J DEFGRID3
* xyz 0 1
O 1.01 0.86 0.16
N -0.32 1.40 -0.08
N -0.97 -0.89 0.25
N 0.34 -1.31 -0.11
C -1.18 0.42 -0.07
C 1.20 -0.39 -0.11
H 2.32 -0.75 -0.14
H -1.73 -1.40 -0.23
H -2.20 0.71 -0.34
*
```

Values from the calculation:
electronic energy: -317.40206 hartree
highest occupied orbital energy: -0.3299 hartree
SMILES string: C1=NNC=NO1
E_LUMO: 0.76 eV


[14]
C2H3N3O in the gas phase. Source: OMol25; level of theory: the ωB97M-V functional and the def2-TZVPD basis.

Structure (ORCA input):
```
! RIJCOSX wB97M-V def2-TZVPD def2/J DEFGRID3
* xyz 0 1
O -1.72 -0.34 -0.04
N -0.20 1.33 0.54
N 0.56 -0.71 -0.36
N 0.39 2.22 -0.04
C 1.65 -1.14 -0.84
C -0.41 -0.01 -0.01
H -0.61 1.44 1.49
H -1.85 -1.06 -0.67
H 2.18 -1.74 -0.07
*
```

Values from the calculation:
electronic energy: -317.32430 hartree
highest occupied orbital energy: -0.3054 hartree
E_LUMO: 0.32 eV


[15]
2 unconnected molecules or ions with the total composition C2H3N3O at a distorted geometry. Source: OMol25; level of theory: the ωB97M-V functional and the def2-TZVPD basis.

Structure (ORCA input):
```
! RIJCOSX wB97M-V def2-TZVPD def2/J DEFGRID3
* xyz 0 1
O -0.98 0.64 -1.98
N 1.42 2.10 0.62
N -0.71 -0.75 -0.13
N -0.18 -1.39 0.81
C 1.31 1.12 1.22
C -1.19 0.17 -0.76
H -0.19 0.24 -2.38
H -0.60 -2.32 0.84
H 1.16 0.18 1.72
*
```

Values from the calculation:
electronic energy: -317.37084 hartree
highest occupied orbital energy (spin up / spin down): -0.3465 / -0.3465 hartree
E_LUMO (spin up / spin down): -0.27 / -0.27 eV


[16]
C2H3N3O in the gas phase at a distorted geometry. Source: OMol25; level of theory: the ωB97M-V functional and the def2-TZVPD basis.

Structure (ORCA input):
```
! RIJCOSX wB97M-V def2-TZVPD def2/J DEFGRID3
* xyz 0 1
O -1.14 -0.28 -1.54
N 0.19 0.72 1.51
N 0.24 -0.94 -1.56
N -1.14 0.44 -0.44
C 0.90 -0.58 -0.47
C -0.04 0.25 0.24
H 1.17 0.84 1.71
H -0.41 1.48 1.79
H 0.23 -1.93 -1.24
*
```

Values from the calculation:
electronic energy: -317.34326 hartree
highest occupied orbital energy: -0.3425 hartree
E_LUMO: -0.13 eV


[17]
C2H3N3O in the gas phase at a distorted geometry. Source: OMol25; level of theory: the ωB97M-V functional and the def2-TZVPD basis.

Structure (ORCA input):
```
! RIJCOSX wB97M-V def2-TZVPD def2/J DEFGRID3
* xyz 0 1
O -2.21 0.95 -0.10
N 2.99 0.47 -0.04
N -0.74 0.84 0.03
N 1.99 -0.03 0.03
C -0.38 -0.36 0.09
C 0.95 -0.77 -0.03
H 0.98 -1.80 -0.44
H -2.34 1.70 0.44
H -1.23 -1.01 0.02
*
```

Values from the calculation:
electronic energy: -317.37579 hartree
highest occupied orbital energy: -0.3172 hartree
E_LUMO: 0.18 eV


[18]
C2H3N3O in the gas phase at a distorted geometry. Source: OMol25; level of theory: the ωB97M-V functional and the def2-TZVPD basis.

Structure (ORCA input):
```
! RIJCOSX wB97M-V def2-TZVPD def2/J DEFGRID3
* xyz 0 1
O 2.19 -0.45 -0.05
N -0.88 0.69 0.23
N 0.44 0.87 0.19
N -0.08 -1.23 -0.48
C 0.87 -0.32 -0.19
C -1.17 -0.54 -0.20
H -2.19 -0.90 -0.28
H 2.25 0.42 0.39
H -1.48 1.48 0.40
*
```

Values from the calculation:
electronic energy: -317.50307 hartree
highest occupied orbital energy: -0.3453 hartree
SMILES string: Oc1nc[nH]n1
E_LUMO: 0.84 eV


[19]
C2H3N3O in the gas phase at a distorted geometry. Source: OMol25; level of theory: the ωB97M-V functional and the def2-TZVPD basis.

Structure (ORCA input):
```
! RIJCOSX wB97M-V def2-TZVPD def2/J DEFGRID3
* xyz 0 1
O -1.16 1.64 -0.12
N 0.84 -1.01 0.80
N 0.05 -0.01 1.15
N 0.81 -1.13 -0.51
C -0.44 0.53 -0.06
C 0.03 -0.18 -1.09
H 1.43 -1.78 -0.94
H -0.18 -0.28 -2.18
H -1.39 1.88 0.82
*
```

Values from the calculation:
electronic energy: -317.47882 hartree
highest occupied orbital energy: -0.3365 hartree
SMILES string: Oc1c[nH]nn1
E_LUMO: 0.90 eV


[20]
C2H3N3O in the gas phase at a distorted geometry. Source: OMol25; level of theory: the ωB97M-V functional and the def2-TZVPD basis.

Structure (ORCA input):
```
! RIJCOSX wB97M-V def2-TZVPD def2/J DEFGRID3
* xyz 0 1
O -1.42 -0.41 0.21
N -0.19 -0.76 -0.15
N -0.32 1.56 -0.05
N 2.90 -0.29 -0.10
C 0.46 0.45 -0.05
C 1.85 0.38 0.32
H -1.27 1.47 -0.09
H -2.18 -0.91 -0.42
H 0.18 -1.49 0.33
*
```

Values from the calculation:
electronic energy: -317.30872 hartree
highest occupied orbital energy: -0.3610 hartree
SMILES string: [H]/N=C(/C#N)NO
E_LUMO: -0.86 eV


ΔE to the lowest compared entry with this formula, charge and spin (kcal/mol)
34.3 229.7 65.5 91.0 156.8 132.5 107.6 8.3 54.5 58.7 12.7 11.2 81.7 130.5 101.3 118.6 98.2 18.4 33.6 140.3